Density functional theory data (the ωB97M-V functional and the def2-TZVPD basis) for a structure of composition C21H35B3F12O13Si.

E_tot = -3362.188824 Eh
LUMO = 0.05 eV
highest occupied orbital energy = -9.975 eV
orbital gap = 0.3684 hartree
F_max = 2.27 eV/A

Each line ends with the Mulliken charge.
Atoms and positions in Å:
C 4.98835 3.71534 0.93076  -0.879
Si 4.10160 5.27342 0.24037  0.580
C 4.31411 6.61169 1.58060  -1.127
C 4.98290 5.70896 -1.38371  -1.205
O 2.45845 4.83272 0.06881  -0.053
C 1.71856 5.69336 -0.78593  -0.548
C 0.49214 4.84819 -1.29810  -0.395
B -0.79798 4.99355 -0.37771  0.566
O -1.11343 6.09479 0.43757  -0.591
B -2.34692 5.77548 1.08600  0.605
O -2.46038 4.57163 1.83950  -0.458
B -1.81834 3.59388 1.05112  0.561
O -1.26163 2.43239 1.55722  -0.502
O -1.71856 3.89316 -0.34452  -0.317
H 4.28939 3.30330 1.68537  0.256
H 5.96085 3.96632 1.37648  0.416
H 5.07276 3.00667 0.10387  -0.010
H 3.35614 7.15365 1.68993  0.290
H 4.52466 6.08955 2.53092  0.292
H 5.14434 7.30861 1.38645  0.350
H 5.95466 5.17909 -1.41228  0.386
H 5.23390 6.78128 -1.48042  0.328
H 4.41658 5.35445 -2.26513  0.331
H 1.31928 6.55294 -0.21211  0.246
H 2.27817 6.06202 -1.66079  0.424
H 0.81191 3.79137 -1.20876  0.123
H 0.28336 5.04724 -2.36241  0.184
H -3.30258 6.47260 0.99860  -0.100
H -1.03047 1.87108 0.81908  0.265
C 4.72320 -3.36772 -1.10831  -1.204
C 4.00703 -2.46191 -0.12857  -0.091
O 4.28851 -1.08035 -0.40885  -0.297
C 3.55324 -0.52579 -1.36811  0.183
O 2.70889 -1.08208 -1.99640  -0.524
C 3.91770 0.94701 -1.51700  1.104
F 5.23794 1.14332 -1.51001  -0.293
F 3.40016 1.67174 -0.52023  -0.250
F 3.46345 1.46279 -2.65214  -0.252
H 5.79365 -3.15556 -1.11350  0.329
H 4.57117 -4.41397 -0.84338  0.390
H 4.35924 -3.21183 -2.12454  0.317
H 4.36960 -2.64836 0.88161  0.329
H 2.93145 -2.64296 -0.12595  0.258
C -2.55421 -2.27878 0.26114  -1.139
C -1.75806 -2.27906 1.54971  -0.161
O -1.42874 -3.61975 1.94922  -0.330
C -0.36189 -4.15116 1.36075  0.413
O 0.31539 -3.60824 0.54549  -0.531
C -0.10271 -5.54766 1.91499  0.892
F -1.22409 -6.26534 2.01391  -0.251
F 0.43675 -5.49169 3.13421  -0.280
F 0.73509 -6.23609 1.15075  -0.260
H -3.43853 -2.91030 0.35788  0.311
H -2.86932 -1.26686 0.00610  0.368
H -1.96356 -2.67545 -0.56556  0.317
H -2.35695 -1.86043 2.35731  0.307
H -0.85621 -1.67176 1.46597  0.310
C -2.76110 -8.18471 3.07449  -0.966
C -3.05429 -9.36633 3.97559  -0.367
O -3.92323 -8.98637 5.05515  -0.315
C -5.22165 -8.96147 4.76761  0.360
O -5.69508 -9.22143 3.70665  -0.505
C -6.02403 -8.59259 6.01073  0.895
F -5.47733 -7.57229 6.67249  -0.248
F -6.09607 -9.62145 6.85759  -0.255
F -7.26676 -8.24268 5.70665  -0.243
H -2.36354 -7.35584 3.65451  0.306
H -2.04112 -8.45924 2.30709  0.382
H -3.67023 -7.83038 2.58614  0.310
H -2.13270 -9.71887 4.43707  0.341
H -3.47786 -10.20255 3.41832  0.321
C -3.63347 3.62355 -3.20981  -1.102
C -2.59183 4.32000 -4.05867  0.129
O -1.90051 3.38185 -4.89761  -0.309
C -2.51827 3.05895 -6.03132  0.314
O -3.57463 3.48137 -6.38122  -0.506
C -1.65346 2.09929 -6.84142  0.913
F -1.12985 1.13798 -6.08099  -0.243
F -0.63894 2.74297 -7.42221  -0.250
F -2.34810 1.50585 -7.80265  -0.246
H -3.18029 2.81338 -2.63735  0.225
H -4.09728 4.32706 -2.51833  0.341
H -4.41484 3.18237 -3.83015  0.424
H -1.83414 4.77104 -3.41889  -0.035
H -3.02944 5.12003 -4.65667  0.344